C3H3I | the ωB97M-V functional and the def2-TZVPD basis

Structure (XYZ):
```
7
Properties=species:S:1:pos:R:3
C -1.52 0.46 -0.48
C -2.59 0.81 -1.73
C -0.26 0.17 0.16
I -3.56 -0.12 0.11
H 0.63 0.77 -0.23
H -0.04 -0.85 0.12
H -0.37 0.28 1.23
```

Values from the calculation:
- orbital gap (eV) = 8.16
- energy above the lowest of the compared OMol25 structures with the same formula, charge and spin (kJ/mol) = 403.6


C5H7N3 | the ωB97M-V functional and the def2-TZVPD basis

Structure (XYZ):
```
15
Properties=species:S:1:pos:R:3
C 2.02 -0.66 -0.51
C 1.42 0.49 -0.01
C 0.05 0.47 0.28
C -1.67 1.50 0.79
C -0.99 -0.59 0.16
H 2.61 -1.18 0.58
H 3.02 -0.23 -1.33
H 1.30 -1.45 -1.25
H 1.79 1.48 -0.04
H -2.73 2.16 0.74
H -2.97 0.15 0.05
H -0.34 -2.25 -0.55
N -0.39 1.65 0.75
N -1.98 0.28 0.54
N -1.14 -1.82 -0.18
```

Values from the calculation:
- orbital gap (eV) = 7.75
- energy above the lowest of the compared OMol25 structures with the same formula, charge and spin (kJ/mol) = 542.8


C8H12 | the ωB97M-V functional and the def2-TZVPD basis

Structure (XYZ):
```
20
Properties=species:S:1:pos:R:3
C -0.44 0.92 0.51
C -0.53 -0.27 0.25
C 1.29 3.59 2.19
C 0.88 2.91 1.07
C -0.49 2.35 0.87
C -0.30 -3.34 -1.92
C -0.76 -1.64 -0.12
C 0.20 -2.06 -1.22
H 2.29 3.98 2.17
H 0.70 3.75 3.14
H 1.54 2.83 0.19
H -1.16 2.43 1.72
H -0.92 2.94 0.03
H -0.46 -4.11 -1.17
H 0.43 -3.67 -2.65
H -1.22 -3.15 -2.45
H -0.72 -2.27 0.76
H -1.78 -1.67 -0.51
H 1.21 -2.25 -0.87
H 0.24 -1.26 -1.97
```

Values from the calculation:
- orbital gap (eV) = 10.37
- energy above the lowest of the compared OMol25 structures with the same formula, charge and spin (kJ/mol) = 145.4
- SMILES string = C=CCC#CCCC


BeH15O8 | the ωB97M-V functional and the def2-TZVPD basis

Structure (XYZ):
```
24
Properties=species:S:1:pos:R:3
Be 3.90 20.11 -21.36
O 4.21 18.85 -20.56
H 4.72 18.07 -20.82
O 2.54 18.07 -22.77
H 2.86 17.16 -22.64
H 2.27 18.09 -23.68
O 2.95 20.63 -18.60
H 2.68 19.74 -18.83
H 2.23 21.01 -18.18
O 6.22 18.98 -18.50
H 5.50 18.83 -19.18
H 6.86 19.39 -19.03
O 4.60 19.92 -22.86
H 4.37 19.01 -23.24
H 5.53 19.83 -22.69
O 2.59 17.05 -19.73
H 1.77 17.01 -20.22
H 3.07 17.87 -20.03
O 2.36 20.69 -21.72
H 1.68 20.13 -21.38
H 1.90 21.51 -21.57
O 5.01 21.38 -20.65
H 4.68 22.18 -20.29
H 5.92 21.28 -20.31
```

Values from the calculation:
- orbital gap (eV) = 10.05
- net charge = +1


C3H6N2O2 | the ωB97M-V functional and the def2-TZVPD basis

Structure (XYZ):
```
13
Properties=species:S:1:pos:R:3
O 0.02 2.09 2.45
C -0.12 1.06 1.84
C 0.64 0.74 0.57
N 0.35 -0.61 0.14
C 0.10 -1.11 -1.14
N -0.81 -0.38 -1.90
O 0.55 -2.18 -1.49
H -0.85 0.29 2.16
H 0.39 1.42 -0.24
H 1.71 0.82 0.76
H 0.79 -1.36 0.66
H -1.37 -0.98 -2.50
H -1.39 0.19 -1.30
```

Values from the calculation:
- orbital gap (eV) = 10.50
- energy above the lowest of the compared OMol25 structures with the same formula, charge and spin (kJ/mol) = 121.8
- SMILES string = NC(=O)NCC=O


C38H56BKN8OS | the ωB97M-V functional and the def2-TZVPD basis

Structure (XYZ):
```
106
Properties=species:S:1:pos:R:3
K -1.84 -0.68 -0.69
C 5.54 0.63 0.40
C 4.41 -0.14 0.99
C 4.27 -1.50 1.21
C 2.95 -1.65 1.68
N 2.35 -0.47 1.76
N 3.25 0.45 1.34
B 2.87 1.93 1.13
N 2.67 2.18 -0.37
N 2.63 1.16 -1.25
C 2.42 1.69 -2.44
C 2.31 3.09 -2.34
C 2.49 3.36 -1.00
C 2.45 4.66 -0.25
C 2.37 0.81 -3.68
C 1.31 1.34 -4.65
C 2.01 -0.62 -3.29
C 3.75 0.84 -4.36
N 1.58 2.24 1.93
N 0.42 2.56 1.34
C -0.46 2.74 2.31
C 0.14 2.56 3.57
C 1.45 2.22 3.27
C 2.57 1.84 4.18
C -1.88 3.14 1.97
C -1.88 4.52 1.30
C -2.48 2.12 1.01
C -2.74 3.19 3.24
C 2.20 -2.90 2.06
C 1.78 -2.80 3.54
C 0.95 -3.00 1.18
C 3.07 -4.13 1.86
H 6.40 -0.03 0.24
H 5.84 1.45 1.05
H 5.26 1.06 -0.57
H 5.01 -2.26 1.01
H 3.78 2.64 1.55
H 2.12 3.81 -3.12
H 2.40 5.49 -0.95
H 3.34 4.78 0.36
H 1.58 4.69 0.41
H 0.32 1.29 -4.20
H 1.30 0.72 -5.56
H 1.52 2.37 -4.95
H 1.02 -0.63 -2.82
H 2.72 -1.03 -2.57
H 1.98 -1.26 -4.18
H 4.03 1.85 -4.65
H 3.74 0.21 -5.25
H 4.51 0.46 -3.67
H -0.30 2.63 4.55
H 2.35 2.15 5.20
H 3.51 2.30 3.86
H 2.73 0.76 4.16
H -1.26 4.50 0.41
H -1.48 5.28 1.98
H -2.90 4.81 1.02
H -1.89 2.09 0.08
H -3.51 2.35 0.74
H -2.48 1.12 1.45
H -2.35 3.93 3.95
H -2.76 2.22 3.73
H -3.76 3.47 2.98
H 1.18 -1.91 3.70
H 2.66 -2.75 4.19
H 1.19 -3.68 3.83
H 0.34 -2.10 1.29
H 0.34 -3.87 1.46
H 1.21 -3.09 0.13
H 3.97 -4.09 2.48
H 3.37 -4.22 0.82
H 2.51 -5.03 2.13
O -1.33 -0.79 -3.27
N -1.09 -1.75 -4.11
C -1.14 -1.46 -5.43
C -0.88 -2.38 -6.41
C -0.54 -3.68 -6.01
C -0.49 -3.97 -4.68
C -0.77 -3.02 -3.66
S -0.70 -3.40 -2.01
H -1.40 -0.43 -5.62
H -0.94 -2.08 -7.45
H -0.32 -4.44 -6.75
H -0.23 -4.96 -4.33
C -3.18 -2.93 1.50
N -3.03 -1.55 1.92
C -2.18 -1.44 3.09
C -4.32 -0.92 2.17
C -5.25 -0.89 0.97
C -6.58 -1.28 1.19
C -7.50 -1.24 0.15
C -7.07 -0.81 -1.10
C -5.74 -0.44 -1.28
C -4.76 -0.45 -0.27
H -3.69 -3.53 2.27
H -2.19 -3.37 1.32
H -3.75 -2.98 0.58
H -2.63 -1.94 3.97
H -2.00 -0.40 3.34
H -1.21 -1.91 2.90
H -4.12 0.10 2.50
H -4.82 -1.44 3.02
H -6.89 -1.63 2.17
H -8.53 -1.54 0.31
H -7.77 -0.78 -1.93
H -5.45 -0.13 -2.29
```

Values from the calculation:
- orbital gap (eV) = 5.75
- energy above the lowest of the compared OMol25 structures with the same formula, charge and spin (kJ/mol) = 0.0
- net charge = -2


C16H25GeN6PReS4Sb | the ωB97M-V functional and the def2-TZVPD basis

Structure (XYZ):
```
55
Properties=species:S:1:pos:R:3
Re -0.60 0.90 1.72
C -0.60 -4.60 1.19
N -0.95 -3.31 1.81
C -1.68 -3.14 2.89
C -1.78 -1.82 3.17
N -1.08 -1.17 2.14
C -0.57 -2.09 1.34
P -0.08 -1.93 -0.43
C 1.40 -0.95 -0.13
N 1.27 0.06 0.71
C 2.57 0.40 1.15
C 3.44 -0.49 0.55
N 2.69 -1.35 -0.15
C 3.29 -2.48 -0.94
C -1.44 -0.77 -0.89
N -1.87 0.22 -0.10
C -3.10 0.61 -0.64
C -3.29 -0.07 -1.83
N -2.22 -0.95 -1.94
C -2.18 -1.91 -3.08
H -0.26 -4.42 0.15
H -1.47 -5.21 1.17
H 0.16 -5.18 1.72
H -2.25 -3.97 3.43
H -2.34 -1.25 3.81
H 2.77 1.18 1.92
H 4.51 -0.63 0.72
H 2.99 -2.45 -2.01
H 2.91 -3.39 -0.46
H 4.34 -2.39 -0.78
H -3.75 1.33 -0.22
H -4.03 0.02 -2.66
H -3.11 -2.46 -2.97
H -1.35 -2.58 -2.95
H -1.98 -1.42 -4.03
S -2.93 1.09 2.95
Sb -2.29 3.02 4.10
S 0.53 0.90 3.54
S -0.98 3.10 1.43
S -0.17 2.23 5.01
C 2.58 3.87 -1.09
Ge 0.93 3.00 -1.20
C -0.35 4.34 -1.74
C 0.88 1.38 -2.26
C 0.48 2.51 0.72
H 2.71 4.69 -1.81
H 3.41 3.22 -1.31
H 2.70 4.26 -0.05
H -0.17 4.62 -2.84
H -0.22 5.23 -1.20
H -1.39 4.12 -1.56
H 0.72 1.61 -3.34
H 0.03 0.84 -1.92
H 1.81 0.88 -2.13
H 1.36 2.76 1.31
```

Values from the calculation:
- orbital gap (eV) = 6.43
- energy above the lowest of the compared OMol25 structures with the same formula, charge and spin (kJ/mol) = 0.0
- net charge = +2


C18H48CuF5GeOSbSi3Te | the ωB97M-V functional and the def2-TZVPD basis

Structure (XYZ):
```
79
Properties=species:S:1:pos:R:3
Cu 0.18 -0.08 1.07
C 3.84 -2.06 -2.31
Si 2.42 -2.18 -1.08
C 2.64 -3.70 0.00
C 0.80 -2.30 -2.01
Ge 2.47 -0.22 0.28
Si 3.96 -0.22 2.14
C 3.70 1.37 3.09
C 5.70 -0.30 1.46
C 3.62 -1.72 3.21
Si 2.24 1.84 -0.89
C 1.38 1.54 -2.53
C 3.97 2.51 -1.21
C 1.26 3.05 0.14
H 3.89 -2.97 -2.92
H 4.80 -1.94 -1.80
H 3.70 -1.21 -2.98
H 2.53 -4.61 -0.60
H 1.90 -3.73 0.80
H 3.63 -3.72 0.46
H 0.78 -3.19 -2.64
H 0.65 -1.43 -2.65
H -0.04 -2.36 -1.31
H 3.99 2.23 2.49
H 4.31 1.37 4.00
H 2.66 1.48 3.39
H 5.91 0.53 0.78
H 5.87 -1.23 0.91
H 6.43 -0.26 2.27
H 2.58 -1.75 3.53
H 4.25 -1.69 4.11
H 3.85 -2.64 2.67
H 1.98 0.90 -3.18
H 1.19 2.48 -3.05
H 0.42 1.04 -2.37
H 4.57 1.81 -1.78
H 4.48 2.72 -0.27
H 3.91 3.45 -1.78
H 0.25 2.68 0.33
H 1.17 4.01 -0.38
H 1.73 3.23 1.11
C -2.69 -0.43 -2.41
C -3.18 0.57 -1.37
C -2.86 2.01 -1.78
Sb -2.29 0.13 0.54
C -3.27 -1.70 1.13
C -4.63 -1.92 0.49
C -2.33 -2.88 0.89
C -3.25 1.54 1.86
C -2.42 2.81 1.96
C -4.70 1.82 1.50
H -3.16 -0.22 -3.38
H -2.92 -1.46 -2.14
H -1.62 -0.35 -2.55
H -4.26 0.47 -1.23
H -1.78 2.15 -1.87
H -3.23 2.74 -1.07
H -3.30 2.23 -2.76
H -3.38 -1.57 2.21
H -4.56 -2.02 -0.59
H -5.32 -1.10 0.70
H -5.08 -2.84 0.88
H -2.14 -3.03 -0.18
H -2.78 -3.81 1.27
H -1.37 -2.75 1.40
H -3.21 1.02 2.83
H -2.38 3.34 1.00
H -1.40 2.60 2.28
H -2.86 3.49 2.69
H -4.80 2.29 0.52
H -5.14 2.51 2.23
H -5.32 0.92 1.50
F 1.37 0.27 5.42
Te -0.23 -0.28 4.66
F -1.95 -0.82 4.13
F -0.90 -0.32 6.39
F -0.83 1.49 4.63
F 0.23 -2.06 4.95
O 0.41 -0.25 2.99
```

Values from the calculation:
- multiplicity = 2
- <S²> = 0.7549
- orbital gap (spin up / spin down) (eV) = 7.84 / 6.73
- energy above the lowest of the compared OMol25 structures with the same formula, charge and spin (kJ/mol) = 0.0


C54H53BrCsN9O | the ωB97M-V functional and the def2-TZVPD basis

Structure (XYZ):
```
119
Properties=species:S:1:pos:R:3
Cs 2.07 1.18 2.20
Br -1.61 -0.48 8.89
C -0.28 -0.39 7.52
C -0.53 -0.98 6.28
C 0.43 -0.91 5.31
C 1.68 -0.27 5.52
C 1.87 0.34 6.80
C 0.91 0.27 7.77
N 2.56 -0.30 4.51
C 3.84 -0.01 4.63
C 4.75 -0.05 3.56
C 6.14 0.13 3.80
C 7.03 0.05 2.77
C 6.55 -0.23 1.48
C 5.18 -0.38 1.32
N 4.31 -0.31 2.30
H -1.46 -1.50 6.09
H 0.26 -1.38 4.35
H 2.79 0.87 7.02
H 1.06 0.74 8.73
H 4.28 0.19 5.62
H 6.48 0.33 4.81
H 8.10 0.19 2.94
H 7.22 -0.30 0.63
H 4.77 -0.60 0.34
C 1.66 2.84 -3.57
C 2.66 1.77 -3.11
C 2.74 1.74 -1.58
C 2.33 0.41 -3.67
C 3.14 -0.10 -4.68
C 2.92 -1.34 -5.23
C 1.90 -2.13 -4.73
C 1.07 -1.67 -3.73
C -0.03 -2.54 -3.17
C 0.46 -3.95 -2.85
C -1.22 -2.57 -4.13
C 1.24 -0.36 -3.22
N 0.40 0.05 -2.23
C -0.81 0.50 -2.41
C -1.82 0.58 -1.35
N -1.65 0.10 -0.15
C -2.64 -0.17 0.74
C -3.40 -1.36 0.60
C -4.34 -1.69 1.56
C -4.56 -0.88 2.66
C -3.79 0.26 2.82
C -2.83 0.63 1.89
C -2.00 1.87 2.12
C -2.86 3.14 2.17
C -1.21 1.73 3.42
C -3.16 -2.28 -0.58
C -4.29 -2.12 -1.60
C -3.03 -3.75 -0.15
C -3.02 1.16 -1.94
C -4.27 1.52 -1.46
C -5.20 2.05 -2.36
C -4.93 2.24 -3.70
C -3.66 1.90 -4.22
C -3.20 2.02 -5.55
C -1.92 1.62 -5.88
C -1.02 1.09 -4.96
C -1.44 0.96 -3.64
C -2.75 1.37 -3.31
H 1.91 3.80 -3.13
H 0.65 2.57 -3.28
H 1.69 2.94 -4.66
H 3.65 2.05 -3.50
H 1.76 1.52 -1.17
H 3.08 2.70 -1.20
H 3.43 0.97 -1.26
H 3.96 0.51 -5.04
H 3.56 -1.69 -6.04
H 1.74 -3.12 -5.15
H -0.35 -2.09 -2.23
H 0.61 -4.54 -3.76
H -0.27 -4.47 -2.23
H 1.40 -3.91 -2.31
H -0.90 -2.90 -5.12
H -1.66 -1.58 -4.23
H -1.99 -3.26 -3.77
H -4.93 -2.59 1.44
H -5.31 -1.15 3.39
H -3.95 0.87 3.69
H -1.29 1.97 1.29
H -3.50 3.14 3.04
H -3.48 3.23 1.28
H -2.21 4.01 2.23
H -1.87 1.62 4.27
H -0.58 2.60 3.58
H -0.57 0.85 3.37
H -2.22 -1.98 -1.06
H -5.26 -2.28 -1.14
H -4.17 -2.83 -2.42
H -4.27 -1.11 -2.02
H -3.98 -4.15 0.21
H -2.29 -3.83 0.66
H -2.70 -4.36 -0.99
H -4.53 1.40 -0.42
H -6.17 2.34 -1.98
H -5.68 2.66 -4.35
H -3.85 2.45 -6.31
H -1.59 1.73 -6.91
H -0.04 0.78 -5.27
O 1.54 3.50 2.37
N 2.24 3.91 1.39
C 2.06 5.15 0.93
C 1.12 6.07 1.44
N 0.34 6.80 1.88
C 2.86 5.62 -0.11
N 3.52 6.06 -0.95
N 2.16 -4.38 1.61
C 0.86 -4.27 1.20
C 0.69 -2.97 0.85
N 1.86 -2.29 1.02
C 2.71 -3.15 1.48
H 2.61 -5.22 1.95
H 0.20 -5.12 1.20
H -0.18 -2.46 0.49
H 3.73 -2.93 1.73
```

Values from the calculation:
- orbital gap (spin up / spin down) (eV) = 4.63 / 4.31
- energy above the lowest of the compared OMol25 structures with the same formula, charge and spin (kJ/mol) = 102.2
- net charge = -2


C15H16ClN2O3 | the ωB97M-V functional and the def2-TZVPD basis

Structure (XYZ):
```
37
Properties=species:S:1:pos:R:3
O -2.33 0.00 0.88
Cl 3.22 -1.79 -1.43
O -2.02 -3.08 0.68
O -0.28 0.56 1.77
C -1.14 -0.25 1.05
C 1.54 3.50 -2.13
C 0.94 -0.99 -0.11
C -0.20 -3.62 -0.52
C 0.62 2.46 -2.32
C 1.58 4.33 -1.00
C 1.66 -2.06 -0.78
C -0.86 -2.59 0.19
C -0.32 -1.28 0.34
C 1.11 -3.37 -0.88
C -0.34 2.25 -1.26
C 0.67 4.00 0.02
N 1.65 -4.23 -1.83
N -0.25 3.00 -0.11
C -1.89 -3.41 2.06
C -0.72 1.88 2.02
C -1.22 2.69 0.93
H 2.27 3.64 -2.89
H 1.53 -0.10 -0.02
H -0.72 -4.60 -0.70
H 0.51 1.83 -3.16
H 2.27 5.20 -1.02
H -1.12 1.41 -1.35
H 0.68 4.43 1.00
H 2.63 -4.17 -2.13
H 1.41 -5.20 -1.68
H -1.38 -2.70 2.61
H -1.45 -4.40 2.13
H -2.90 -3.45 2.52
H -1.51 1.90 2.85
H 0.05 2.36 2.47
H -1.48 3.63 1.32
H -2.18 2.20 0.51
```

Values from the calculation:
- orbital gap (eV) = 6.48
- energy above the lowest of the compared OMol25 structures with the same formula, charge and spin (kJ/mol) = 0.0
- net charge = +1
- SMILES string = COc1cc(N)c(Cl)cc1C(=O)OCC[n+]1ccccc1


C4H13N2O | the ωB97M-V functional and the def2-TZVPD basis

Structure (XYZ):
```
20
Properties=species:S:1:pos:R:3
C 0.46 -1.36 -0.49
C -0.83 -1.01 0.26
C -0.61 0.09 1.29
C 0.05 -0.18 2.42
N -1.12 1.34 1.04
N 1.33 -0.14 -0.59
H 0.27 -1.72 -1.50
H 1.09 -2.06 0.04
H -1.60 -0.72 -0.45
H -1.12 -1.86 0.84
H 0.37 -1.20 2.60
H 0.52 0.52 3.10
H -0.87 0.94 -2.77
H -1.40 1.87 1.85
H -1.25 1.87 0.20
H 2.26 -0.35 -0.94
H 1.43 0.24 0.36
H 0.91 0.54 -1.25
H 0.06 1.98 -3.29
O 0.06 1.21 -2.71
```

Values from the calculation:
- orbital gap (eV) = 9.02
- energy above the lowest of the compared OMol25 structures with the same formula, charge and spin (kJ/mol) = 165.2
- net charge = +1